(1)
Density functional theory data (the ωB97M-V functional and the def2-TZVPD basis) for one molecule with the formula C5H7NOS.

molecular weight = 129.18 Da
multiplicity = 1
max |F| = 0.08306 hartree/bohr
structure (SMILES) = N#CC[C@@H](O)[C@H]1CS1
E_tot = -19669.075 eV

Geometry as XYZ:
```
15
Properties=species:S:1:pos:R:3:forces:R:3
N -0.98197 -1.71109 -2.31198 1.932 0.324 3.795
C -0.40274 -1.62062 -1.28212 -0.624 -0.302 -1.927
C 0.51342 -1.49199 -0.05775 -1.109 -2.357 -0.245
C 0.26239 -0.37425 0.87574 -1.454 3.127 -1.418
O 1.39905 -0.11915 1.58267 1.361 1.564 2.939
C 0.06132 1.00961 0.18033 -0.359 0.505 -1.869
C -1.01886 1.46869 -0.84663 2.114 -0.404 1.411
S -1.21949 1.99616 0.85916 -1.069 1.090 -0.090
H 1.53600 -1.53451 -0.37599 0.564 0.559 -0.550
H 0.48768 -2.36911 0.63337 -0.497 -0.028 -1.046
H -0.56348 -0.49661 1.59796 -0.154 -0.541 -0.801
H 1.14422 0.73905 2.07636 1.186 -2.052 -0.778
H 0.98311 1.61537 -0.04044 -0.568 -1.195 0.578
H -0.58284 2.13303 -1.56783 -0.112 0.709 0.003
H -1.61781 0.75542 -1.32285 -1.212 -0.999 -0.003
```
Forces are in eV/Å.

***

(2)
Density functional theory data (the ωB97M-V functional and the def2-TZVPD basis) for a 2-piece molecular cluster, C5H12NOS overall.

molecular weight = 134.22 Da
multiplicity = 1
net charge = +1
max |F| = 0.10803 hartree/bohr
E_tot = -19741.064 eV

Geometry as XYZ:
```
20
Properties=species:S:1:pos:R:3:forces:R:3
C 0.29443 0.69491 1.48750 2.157 0.701 1.886
C 1.58478 -2.69197 -1.06865 -0.840 4.886 -2.506
C -0.72768 -1.86161 -0.47593 -1.485 -1.515 0.742
C -1.94822 3.98345 -0.69833 0.789 -1.709 -3.405
C 0.36847 -2.56531 -0.19437 1.618 -0.775 0.264
N -0.61293 1.57494 0.84177 1.599 -0.219 -0.125
O -2.40572 2.61036 -0.45047 -1.003 -2.328 1.093
S -1.84386 1.23901 0.16054 -2.250 2.912 -2.253
H -0.18817 0.60591 2.46418 0.544 -0.201 0.430
H 0.50899 -0.32650 1.13996 -0.676 0.524 -0.600
H 1.99841 -3.61835 -1.05384 1.072 -2.860 0.128
H 1.35574 -2.40561 -2.23447 0.669 -0.525 2.937
H 2.39277 -1.97291 -0.64355 -1.199 -1.053 -0.884
H 1.25866 1.27720 1.60717 -1.112 -0.859 0.042
H -1.65290 -1.98437 0.11912 0.769 0.249 0.269
H -1.01039 -1.58177 -1.47282 0.659 0.515 -0.579
H -1.47389 4.48011 0.08338 0.647 0.401 1.631
H -2.82729 4.49734 -1.08326 0.028 -0.131 0.303
H -1.24244 3.78463 -1.56660 -0.611 0.921 1.077
H 0.64422 -3.16209 0.72562 -1.376 1.064 -0.451
```
Forces are in eV/Å.

***

(3)
Density functional theory data (the ωB97M-V functional and the def2-TZVPD basis) for C5H6O4 as an isolated structure.

molecular weight = 130.10 Da
multiplicity = 1
max |F| = 0.05123 hartree/bohr
E_tot = -13469.426 eV

Geometry as XYZ:
```
15
Properties=species:S:1:pos:R:3:forces:R:3
C 0.03764 2.56082 0.22947 -0.138 0.208 -0.013
C -0.04941 1.15222 -0.26369 1.846 -1.043 -0.425
C -0.75577 0.17834 0.51527 -2.216 1.333 -0.501
C -1.97392 0.07552 0.70613 1.021 -0.470 0.383
O 0.57642 0.81856 -1.30245 -0.268 0.302 0.674
H -0.16701 2.62154 1.29609 -0.103 -0.124 -0.063
H -0.70126 3.17202 -0.29267 0.070 0.019 -0.033
H 1.03747 2.95732 0.03604 -0.167 -0.101 -0.174
H -2.81913 -0.53538 0.91605 -0.355 0.097 0.006
C 0.74762 -2.16247 -0.28419 -0.205 0.924 1.690
O 0.96339 -1.65782 -1.42642 0.056 1.349 -0.835
O 1.03548 -3.46066 -0.16060 0.145 -0.470 -0.347
O 0.33207 -1.54144 0.72362 0.820 -0.895 -0.602
H 0.81919 -0.44674 -1.45736 -0.383 -1.518 0.552
H 0.91720 -3.73186 0.76472 -0.124 0.388 -0.311
```
Forces are in eV/Å.

***

(4)
Density functional theory data (the ωB97M-V functional and the def2-TZVPD basis) for C19H32BrCl2IO4RhS2Si as an isolated structure.

expectation value of S² = 6.02
molecular weight = 797.30 Da
multiplicity = 5
net charge = -1
max |F| = 0.01486 hartree/bohr
E_tot = -164158.344 eV

Geometry as XYZ:
```
63
Properties=species:S:1:pos:R:3:forces:R:3
Rh -0.38546 0.44999 -0.22871 0.457 0.241 0.414
Cl -0.02755 0.73029 2.47081 -0.085 -0.005 0.175
C 1.64117 0.39453 2.84151 -0.156 0.025 -0.095
C 2.05046 0.71149 4.12494 -0.126 0.074 0.085
C 3.36178 0.48749 4.49934 0.061 0.015 0.119
C 4.23976 -0.04644 3.57112 0.147 -0.069 -0.123
C 3.80339 -0.35200 2.29098 -0.014 -0.031 -0.042
Cl 4.99890 -1.02196 1.19832 -0.283 0.091 0.099
C 2.47126 -0.15602 1.85580 0.294 -0.117 -0.073
S 1.96546 -0.61733 0.24427 0.141 0.065 0.327
H 1.33311 1.13843 4.82171 0.120 -0.081 -0.161
H 3.69669 0.73006 5.50315 -0.028 -0.030 -0.140
H 5.27844 -0.23134 3.82852 -0.151 0.025 -0.058
I -2.88012 -1.00690 -0.47899 -0.360 -0.186 -0.008
C -0.97423 -1.59935 0.30218 -0.258 0.010 -0.232
H -0.60072 -2.41909 -0.30449 0.002 0.065 0.088
H -1.11106 -1.83068 1.35461 0.133 0.039 -0.093
C 1.90805 0.80673 -6.77464 0.100 0.090 -0.153
C 1.87408 0.20084 -5.35578 0.366 0.103 -0.055
C 2.48163 1.21264 -4.35862 0.296 -0.016 -0.042
C 2.77672 -1.04738 -5.33994 0.210 0.047 -0.149
Si 0.10353 -0.22492 -4.88463 0.041 -0.030 0.378
Br 0.27145 -0.79567 -2.69021 0.096 -0.360 -0.055
C -1.10284 1.20292 -5.04209 -0.295 0.261 0.184
C -0.40794 2.56168 -4.82017 -0.213 0.184 -0.086
C -1.71453 1.22151 -6.45426 -0.086 0.168 -0.202
C -2.22986 1.08771 -3.98508 -0.172 0.025 -0.215
C -0.50131 -1.83518 -5.66629 -0.091 -0.421 -0.218
C -2.00248 -2.04942 -5.40658 -0.158 -0.285 -0.016
C 0.20731 -3.08026 -5.08836 0.012 -0.213 -0.106
C -0.24380 -1.81166 -7.18995 0.012 -0.149 -0.148
H 2.95375 1.01400 -7.04860 -0.149 -0.014 0.031
H 1.36002 1.75530 -6.83450 0.176 -0.261 -0.014
H 1.49582 0.13304 -7.53920 0.151 0.197 0.223
H 3.53532 1.37045 -4.64054 -0.179 0.006 0.074
H 2.46612 0.85162 -3.32389 0.007 0.003 -0.209
H 1.98609 2.18230 -4.37026 0.096 -0.141 -0.028
H 3.81420 -0.72488 -5.52179 -0.173 -0.078 0.032
H 2.51449 -1.76408 -6.12910 0.095 0.188 0.174
H 2.75798 -1.56813 -4.37543 -0.007 0.144 -0.125
H 0.36097 2.76636 -5.56977 -0.175 0.023 0.068
H 0.02742 2.65000 -3.82409 -0.155 -0.032 -0.126
H -1.17559 3.34563 -4.91756 0.151 -0.108 0.076
H -0.95476 1.25898 -7.24980 -0.147 0.053 0.188
H -2.32588 2.13173 -6.54206 0.064 -0.146 -0.042
H -2.36755 0.36643 -6.65656 0.136 0.224 0.040
H -1.84181 1.19815 -2.96899 -0.269 -0.057 -0.524
H -2.78470 0.14821 -4.04176 0.022 0.029 -0.145
H -2.94380 1.91108 -4.15726 0.129 -0.167 0.046
H -2.23939 -2.02571 -4.33332 0.092 -0.018 -0.230
H -2.27832 -3.04993 -5.78624 0.025 0.256 0.103
H -2.63975 -1.31970 -5.91195 0.103 -0.158 0.116
H -0.09800 -3.27782 -4.05636 0.011 0.068 -0.166
H 1.29866 -3.01491 -5.10086 -0.295 -0.050 -0.019
H -0.08442 -3.95217 -5.70019 0.066 0.182 0.172
H -0.68947 -0.94477 -7.69594 0.073 -0.211 0.155
H -0.67925 -2.71933 -7.64086 0.077 0.192 0.093
H 0.83182 -1.81769 -7.42094 -0.352 -0.059 0.074
O 0.91181 2.40745 -0.12526 -0.182 0.404 -0.109
S -0.40828 2.94090 -0.58910 0.017 0.075 0.121
O -0.48708 4.36394 -0.78191 0.033 -0.385 0.031
O -1.41661 2.38595 0.40392 0.193 0.010 -0.094
O -0.71950 2.12426 -1.82871 0.355 0.296 0.608
```
Forces are in eV/Å.

***

(5)
Density functional theory data (the ωB97M-V functional and the def2-TZVPD basis) for C39H62AsBrHgNO6P2SSi2 as an isolated structure.

expectation value of S² = 0.77
molecular weight = 1146.53 Da
multiplicity = 2
net charge = -2
max |F| = 0.02806 hartree/bohr
E_tot = -235456.084 eV

Geometry as XYZ:
```
116
Properties=species:S:1:pos:R:3:forces:R:3
Hg -1.06650 0.30592 -0.40141 -0.748 0.195 0.024
C 0.51625 -2.45028 -0.96568 -0.274 -0.064 -0.232
C -0.46077 -2.20736 -2.08007 0.177 -1.173 -0.289
C -0.96184 -3.24425 -2.84936 0.274 0.309 0.323
C -1.85951 -2.96568 -3.88724 -0.234 -0.250 -0.202
C -2.23134 -1.62222 -4.14840 0.052 -0.038 0.096
C -3.12230 -1.26630 -5.17992 0.046 0.168 0.116
C -3.46390 0.06490 -5.37561 0.027 -0.064 -0.059
C -2.91886 1.05430 -4.57127 -0.117 -0.129 -0.038
C -2.03152 0.74090 -3.53316 0.113 -0.281 -0.015
S -1.39510 2.01328 -2.54214 0.539 0.933 0.392
C -1.67471 -0.61148 -3.30421 -0.608 0.315 -0.654
N -0.82181 -0.92650 -2.28071 0.372 -0.040 0.280
H 1.02153 -3.41104 -1.08058 -0.016 0.050 -0.126
H 0.00032 -2.44905 0.00136 0.114 0.066 -0.221
H 1.24546 -1.63791 -0.94111 0.094 0.017 -0.001
H -0.67201 -4.26627 -2.62934 0.104 0.034 0.000
H -2.27974 -3.76335 -4.49143 0.003 0.021 -0.002
H -3.54651 -2.04919 -5.80092 0.012 -0.013 0.005
H -4.16400 0.33652 -6.16084 0.015 -0.003 -0.004
H -3.18573 2.09391 -4.71900 0.001 -0.009 0.019
C 3.68104 -1.74868 1.03663 0.193 0.325 0.040
C 4.18794 -0.72543 2.03859 -0.004 -0.540 0.240
C 3.34706 -0.70812 3.30798 0.126 0.251 -0.238
O 4.25825 0.57942 1.41280 -0.275 0.186 -0.145
P 2.96669 1.46265 1.13206 0.813 0.264 0.463
O 1.67453 0.78972 1.01317 -0.047 0.166 -0.364
C 3.59593 2.44305 -0.27265 -0.821 -0.598 -0.127
P 3.26321 1.61105 -1.85696 0.922 0.228 -0.176
O 2.05883 0.80021 -1.96191 -0.189 -0.004 0.054
O 4.63928 0.81404 -2.09303 -0.229 0.131 0.122
C 4.60479 -0.05400 -3.25124 0.164 -0.302 -0.290
C 5.92655 0.10462 -3.98276 -0.174 0.159 0.169
C 4.34811 -1.48760 -2.82336 -0.082 0.265 0.105
O 3.42322 2.77172 -2.95063 0.027 -0.113 0.156
C 2.24071 3.45744 -3.43416 -0.272 0.228 -0.224
C 2.50073 4.95265 -3.35492 0.036 -0.235 0.093
C 1.94855 3.00660 -4.85066 0.036 -0.163 0.206
O 3.01622 2.50249 2.35742 0.083 -0.097 -0.239
C 1.80660 3.23651 2.64853 -0.256 0.237 0.371
C 2.22414 4.63628 3.07003 0.020 -0.192 -0.184
C 1.01924 2.52072 3.73203 0.063 -0.074 -0.309
H 3.72778 -2.74930 1.46452 0.027 0.085 -0.050
H 4.28910 -1.71455 0.13296 0.005 -0.019 -0.061
H 2.64660 -1.51447 0.78289 0.003 -0.125 -0.002
H 5.23309 -0.93868 2.28946 -0.072 0.090 -0.038
H 2.28806 -0.63008 3.05210 -0.036 -0.071 0.126
H 3.62802 0.14289 3.92997 0.018 -0.024 0.098
H 3.50684 -1.63018 3.86715 -0.035 -0.037 -0.003
H 4.66122 2.62761 -0.15983 0.009 0.038 0.048
H 3.04581 3.38673 -0.28556 0.017 0.033 -0.023
H 3.78361 0.26572 -3.90079 0.056 0.006 -0.001
H 6.74482 -0.21664 -3.33644 0.041 -0.016 -0.013
H 6.08016 1.14972 -4.24934 0.038 0.015 -0.053
H 5.92618 -0.50140 -4.88843 0.024 -0.027 -0.026
H 5.18257 -1.86163 -2.22703 0.012 -0.022 0.014
H 4.22092 -2.11855 -3.70314 0.019 -0.040 -0.012
H 3.43444 -1.52645 -2.23392 -0.065 -0.090 0.009
H 1.38227 3.18186 -2.81830 -0.074 -0.063 0.085
H 3.31866 5.22766 -4.02482 0.002 0.037 0.005
H 2.76574 5.24919 -2.33886 -0.011 0.027 0.000
H 1.59741 5.48511 -3.64988 -0.001 0.057 -0.014
H 2.79890 3.21430 -5.50584 -0.005 0.027 -0.005
H 1.06143 3.52413 -5.21177 -0.035 0.001 -0.068
H 1.73099 1.93890 -4.85332 -0.032 -0.018 -0.032
H 1.18515 3.28964 1.74832 0.072 -0.003 -0.049
H 2.81516 4.58556 3.98556 0.001 0.024 0.032
H 1.33769 5.24481 3.24493 -0.013 0.037 0.040
H 2.82720 5.10581 2.29236 0.010 0.050 -0.009
H 1.62827 2.41549 4.63134 0.009 0.009 0.041
H 0.71954 1.53441 3.37510 -0.027 -0.053 0.075
H 0.11747 3.08922 3.95956 -0.035 -0.001 0.068
Br -1.77380 2.95394 1.33214 -0.271 -0.063 -0.010
C -3.64191 2.67949 0.95350 0.197 0.401 0.222
C -4.47124 3.66751 1.42054 0.527 -0.104 -0.060
C -5.84939 3.59158 1.19409 -0.424 -0.278 -0.202
C -6.36117 2.51389 0.52189 0.038 0.234 0.170
C -5.52240 1.47501 0.05855 0.257 0.163 0.059
C -6.07563 0.36810 -0.61424 -0.038 -0.383 -0.187
C -5.27615 -0.65136 -1.05965 -0.424 0.224 0.074
C -3.89660 -0.60795 -0.82270 0.291 0.197 0.263
C -3.29244 0.45196 -0.17335 0.460 -0.341 0.012
C -4.10115 1.53112 0.26128 -0.383 -0.162 -0.068
H -4.04956 4.50338 1.96147 0.007 0.020 -0.027
H -6.49867 4.38471 1.54604 0.004 -0.015 0.022
H -7.42679 2.43363 0.33825 -0.032 0.009 -0.010
H -7.14894 0.33110 -0.76602 -0.024 0.062 -0.023
H -5.71018 -1.48929 -1.59435 0.016 -0.011 0.014
H -3.29215 -1.44398 -1.16257 -0.016 0.018 -0.024
C -3.64734 -2.81957 3.46273 0.344 -0.014 -0.232
Si -2.44620 -1.33294 3.60661 -0.817 -0.100 0.929
C -2.06790 -1.25011 5.49158 0.136 -0.093 -0.244
C -3.64777 0.11647 3.37310 0.387 0.045 -0.240
As -0.48700 -1.30998 2.38141 -0.290 0.279 -0.193
Si -0.29160 -3.60040 2.33821 0.364 -1.349 0.361
C -1.44691 -4.73409 1.30907 -0.119 0.557 -0.042
C 1.45964 -4.14056 1.77763 -0.152 0.374 -0.065
C -0.34812 -4.42491 4.07710 -0.115 0.349 -0.039
H -4.55271 -2.66782 4.05475 0.018 0.177 0.096
H -3.19025 -3.75378 3.78919 -0.027 -0.063 -0.024
H -3.95088 -2.94355 2.42125 -0.024 -0.018 -0.052
H -2.97367 -1.29234 6.10318 -0.126 0.002 -0.058
H -1.54727 -0.31837 5.72587 0.049 0.028 -0.020
H -1.41809 -2.07414 5.79397 0.058 -0.013 0.006
H -4.38981 0.17404 4.17273 0.059 -0.168 0.141
H -4.18205 0.00399 2.43146 -0.022 0.054 -0.103
H -3.11462 1.06768 3.34279 -0.019 0.104 -0.056
H -1.51708 -4.38896 0.27562 0.005 0.040 -0.082
H -2.45745 -4.70686 1.71923 -0.052 -0.006 0.004
H -1.12369 -5.77779 1.28755 0.193 0.015 0.145
H 1.67086 -3.78286 0.76865 0.110 -0.114 0.198
H 1.57438 -5.22631 1.78462 -0.152 -0.099 0.058
H 2.21015 -3.71701 2.44842 -0.051 -0.036 0.061
H -1.32490 -4.29990 4.54590 -0.006 -0.010 0.076
H 0.38719 -3.95752 4.73603 0.037 0.050 0.010
H -0.13283 -5.49625 4.04160 0.018 -0.053 -0.177
```
Forces are in eV/Å.

***

- The highest max |F| belongs to which entry?
  C5H12NOS

***

- Which of these has the highest multiplicity?
  C19H32BrCl2IO4RhS2Si

***

- Which of these has the lowest max |F|?
  C19H32BrCl2IO4RhS2Si

***

- Which of these has the highest molecular weight?
  C39H62AsBrHgNO6P2SSi2